(1)
Below is a structure of composition CuH12O6, with properties calculated with the ωB97M-V functional and the def2-TZVPD basis.

Last column: natural (NBO) charge in e.
Element x y z (Å)
Cu -17.39 -11.08 -13.92  0.98
O -19.97 -10.87 -12.09  -0.97
H -20.63 -10.27 -11.73  0.49
H -19.90 -11.56 -11.42  0.48
O -17.72 -12.30 -17.06  -0.97
H -17.33 -13.18 -17.10  0.48
H -18.18 -12.20 -17.89  0.49
O -16.59 -14.35 -12.96  -0.97
H -17.17 -15.10 -13.09  0.48
H -15.83 -14.71 -12.51  0.49
O -15.48 -7.70 -16.56  -0.93
H -16.07 -7.86 -15.83  0.46
H -14.64 -8.06 -16.27  0.47
O -15.16 -8.70 -13.04  -0.96
H -15.55 -8.00 -12.51  0.49
H -14.41 -9.01 -12.52  0.48
O -19.12 -8.28 -15.34  -0.96
H -19.63 -8.27 -16.15  0.49
H -19.74 -7.99 -14.67  0.48

The value obtained for the HOMO-LUMO gap is 8.068 eV. As for the relative energy (zero: lowest compared OMol25 entry of this formula, charge and spin): 63.2 kcal per mole. Its charge is +1. For the HOMO energy, the calculation gives -0.5006 Eh.

***

(2)
Below is a structure of composition CuH8O8P at a distorted geometry, with properties calculated with the ωB97M-V functional and the def2-TZVPD basis.

Last column: natural (NBO) charge in e.
Element x y z (Å)
Cu 0.07 -0.65 -0.47  1.22
P -0.30 0.73 1.66  2.46
O 1.04 0.25 0.95  -1.19
O -1.21 0.78 0.42  -1.16
O -0.12 2.32 2.02  -1.18
O -0.64 -0.06 2.83  -1.20
O 1.82 -0.54 -1.58  -0.97
H 1.90 0.40 -1.39  0.51
H 2.67 -0.96 -1.52  0.49
O -1.09 -2.18 1.14  -0.99
H -0.96 -1.55 1.85  0.51
H -0.44 -2.85 1.35  0.46
O 0.74 1.81 -1.18  -1.02
H 0.22 2.37 -0.60  0.52
H 1.27 1.43 -0.45  0.49
O -1.41 -0.79 -1.80  -0.96
H -2.24 -0.66 -1.28  0.51
H -1.33 0.17 -1.95  0.51

The value obtained for the HOMO-LUMO gap (spin up / spin down) is 6.423 / 5.899 eV. As for the spin multiplicity: 2. Its charge is -1. For the HOMO energy (spin up / spin down), the calculation gives -0.1392 / -0.1225 Eh.

***

(3)
Below is a structure of composition EuFHMgNO3S2 at a distorted geometry, with properties calculated with the ωB97M-V functional and the def2-TZVPD basis.

Last column: Mulliken spin population.
Element x y z (Å)
Eu 0.37 -3.68 -0.90  7.05
N 0.62 0.08 -0.97  0.00
S 1.60 -1.16 -1.76  -0.04
S -0.83 -0.26 -0.55  0.00
O -1.15 0.85 0.55  0.00
O -1.11 -1.69 -0.28  0.00
F -1.87 0.03 -1.78  0.00
Mg 0.89 1.60 0.48  0.00
O 0.89 2.34 2.21  0.00
H 0.58 1.89 3.00  0.00

The value obtained for the HOMO-LUMO gap (spin up / spin down) is 6.299 / 6.492 eV. As for the relative energy (zero: lowest compared OMol25 entry of this formula, charge and spin): 9.0 kcal per mole. As for the spin multiplicity: 8. Its charge is +1. For the HOMO energy (spin up / spin down), the calculation gives -0.4380 / -0.4389 Eh.